1.
Density functional theory data (ωB97M-V/def2-TZVPD) for C10H18Cl6MgO4 as an isolated structure at a distorted geometry.

CARTESIAN COORDINATES (ANGSTROEM)
Mg 5.965 -3.223 -10.588
C 9.585 -3.516 -11.909
C 8.200 -3.601 -11.326
O 7.192 -4.079 -11.932
O 7.949 -3.052 -10.213
H 9.501 -3.691 -12.976
H 10.135 -4.262 -11.328
H 10.074 -2.577 -11.663
C 6.950 -1.801 -7.458
C 5.643 -2.488 -7.633
O 5.149 -2.763 -8.808
O 5.016 -2.898 -6.648
H 7.721 -2.463 -7.065
H 6.857 -1.029 -6.692
H 7.336 -1.323 -8.359
Cl 11.613 -1.392 -10.107
C 10.657 -1.842 -8.661
C 11.178 -3.068 -7.950
Cl 10.255 -3.344 -6.431
H 9.624 -2.014 -8.961
H 10.662 -0.931 -8.070
H 12.202 -2.987 -7.587
H 11.178 -3.984 -8.536
Cl 12.311 -6.986 -14.171
C 10.727 -6.214 -13.775
C 9.834 -7.121 -12.933
Cl 9.378 -8.533 -13.873
H 10.268 -5.996 -14.737
H 10.903 -5.274 -13.263
H 8.942 -6.548 -12.680
H 10.386 -7.401 -12.038
Cl 6.340 -3.787 -17.642
C 6.199 -4.300 -15.925
C 7.426 -5.021 -15.387
Cl 7.884 -6.418 -16.465
H 5.404 -5.044 -15.895
H 5.943 -3.445 -15.305
H 7.323 -5.471 -14.406
H 8.294 -4.368 -15.460

Summary:
energy relative to the best compared isomer or geometry (same formula, charge and spin): 127.5 kJ/mol
LUMO: -1.71 eV
frontier orbital gap: 7.31 eV
highest occupied orbital energy: -0.3314 Ha
multiplicity: 1
charge: 0
F_max: 3.4 eV/A

***

2.
Density functional theory data (ωB97M-V/def2-TZVPD) for one molecule with the formula C2H3N4P at a distorted geometry.

CARTESIAN COORDINATES (ANGSTROEM)
H 1.407 0.228 1.475
P 2.170 -0.325 0.390
N 1.150 -1.129 -0.488
N -0.176 -1.341 -0.442
N -1.218 -0.628 -0.117
C -1.244 0.647 0.085
C -0.173 1.525 -0.091
N 0.734 2.193 -0.331
H -0.444 -2.247 -0.816
H -2.205 1.076 0.334

Summary:
energy relative to the best compared isomer or geometry (same formula, charge and spin): 6.4 kJ/mol
LUMO: -0.66 eV
frontier orbital gap: 8.08 eV
highest occupied orbital energy: -0.3209 Ha
SMILES: [H]/P=N\N/N=C\C#N
multiplicity: 1
charge: 0
F_max: 1.1 eV/A

***

3.
Density functional theory data (ωB97M-V/def2-TZVPD) for C19H43OP3PtSSe as an isolated structure at a distorted geometry.

CARTESIAN COORDINATES (ANGSTROEM)
Pt -0.079 -0.162 -0.570
P -1.284 -0.641 1.419
P 1.208 -2.077 -0.660
P -1.791 -0.682 -2.102
H 1.014 2.453 -0.874
C 0.013 2.058 -1.068
C -0.850 1.911 0.049
H -0.451 2.175 1.031
C -0.559 -0.026 2.971
C -1.559 -2.412 1.787
C -3.003 -0.007 1.489
C 2.524 -2.194 -1.924
C 2.142 -2.356 0.894
C 0.320 -3.652 -0.946
C -2.942 0.708 -2.316
C -2.847 -2.089 -1.604
C -1.223 -1.128 -3.773
H -0.379 2.307 -2.056
H -1.922 2.044 -0.078
H -0.024 0.927 2.849
H 0.159 -0.766 3.341
H -1.369 0.084 3.705
H -0.602 -2.915 1.963
H -2.109 -2.916 0.982
H -2.158 -2.460 2.709
H -3.031 1.061 1.249
H -3.350 -0.138 2.525
H -3.677 -0.547 0.810
H 3.133 -3.093 -1.731
H 3.146 -1.290 -1.886
H 2.091 -2.242 -2.933
H 2.687 -3.310 0.836
H 1.488 -2.374 1.775
H 2.871 -1.547 1.032
H 1.065 -4.461 -0.942
H -0.165 -3.632 -1.930
H -0.420 -3.846 -0.162
H -3.616 0.468 -3.148
H -2.395 1.630 -2.544
H -3.538 0.855 -1.407
H -3.557 -2.261 -2.425
H -3.410 -1.862 -0.690
H -2.247 -2.996 -1.456
H -2.102 -1.175 -4.433
H -0.727 -2.108 -3.757
H -0.505 -0.381 -4.160
C 1.956 2.317 -4.728
C 1.471 3.506 -4.122
C 1.568 4.725 -4.785
C 2.160 4.801 -6.057
C 2.635 3.629 -6.673
C 2.543 2.407 -6.022
Se 1.882 0.693 -3.894
H 1.134 0.413 -1.495
H 1.040 3.430 -3.125
H 1.181 5.632 -4.316
H 2.251 5.766 -6.559
H 3.081 3.677 -7.665
H 2.921 1.491 -6.471
C 4.205 2.078 1.349
S 2.780 1.054 1.755
C 3.379 0.240 3.249
O 1.688 1.989 2.195
H 5.060 1.454 1.063
H 4.432 2.676 2.237
H 3.914 2.720 0.511
H 4.451 0.036 3.156
H 2.840 -0.705 3.384
H 3.175 0.926 4.078

Summary:
energy relative to the best compared isomer or geometry (same formula, charge and spin): 0.0 kJ/mol
LUMO (spin up / spin down): -10.71 / -15.52 eV
frontier orbital gap (spin up / spin down): 8.66 / 4.85 eV
highest occupied orbital energy (spin up / spin down): -0.7118 / -0.7486 Ha
multiplicity: 5
charge: +4
<S²>: 6.036
F_max: 2.2 eV/A

***

4.
Density functional theory data (ωB97M-V/def2-TZVPD) for C23H41Cl3N3O3RuSi as an isolated structure at a distorted geometry.

CARTESIAN COORDINATES (ANGSTROEM)
C 2.319 -1.756 -5.408
C 1.330 -0.847 -4.710
H 1.859 -2.217 -6.287
H 2.676 -2.554 -4.752
H 3.195 -1.192 -5.773
C 0.398 -0.098 -5.424
C 0.367 -0.026 -6.903
H -0.354 0.475 -4.878
H -0.069 -0.920 -7.384
H 1.360 0.151 -7.363
H -0.249 0.829 -7.217
Ru -0.457 -0.763 1.610
Cl 1.668 -0.619 2.470
Cl -1.355 -2.614 2.380
C 0.557 2.200 1.197
O -0.386 1.425 0.905
N 0.333 3.516 1.301
C -0.999 4.028 1.028
C 1.415 4.448 1.560
H 1.588 1.857 1.397
H -1.748 3.452 1.593
H -1.235 3.975 -0.048
H -1.009 5.074 1.351
H 2.177 3.932 2.154
H 1.004 5.297 2.116
H 1.872 4.804 0.624
H -2.217 -2.086 -2.386
H -2.737 0.722 -3.697
C -3.179 -1.590 -2.190
C -3.370 0.811 -2.804
N -2.973 -0.190 -1.824
H -3.724 -2.126 -1.400
C -2.652 0.190 -0.566
O -2.404 -0.620 0.357
H -3.244 1.805 -2.362
H -2.656 1.289 -0.417
H -3.759 -1.611 -3.116
H -4.421 0.666 -3.090
O 0.799 -1.397 -3.295
C 1.784 -0.423 -3.291
C 0.047 1.273 -2.675
C 1.403 0.903 -2.743
H -0.712 0.492 -2.798
C -0.304 2.611 -2.532
H 2.793 -0.792 -3.049
C 2.383 1.834 -2.351
H -1.345 2.936 -2.662
C 0.695 3.558 -2.274
C 2.020 3.151 -2.077
H 3.424 1.514 -2.289
H 0.441 4.618 -2.197
H 2.780 3.873 -1.776
Si 0.587 -3.248 -1.369
Cl 0.390 -1.011 -0.483
C -1.136 -3.927 -1.111
C 1.670 -3.784 0.080
C 1.329 -3.811 -2.960
H -1.857 -3.204 -0.714
H -1.078 -4.744 -0.374
H -1.519 -4.347 -2.056
H 0.705 -3.568 -3.824
H 1.429 -4.903 -2.923
H 2.331 -3.395 -3.074
H 2.542 -3.126 0.190
H 2.035 -4.813 -0.074
H 1.133 -3.762 1.040
C -0.725 -0.633 6.453
C 0.122 0.124 5.419
C -0.560 0.249 4.168
N -1.164 0.321 3.160
H -1.597 -0.029 6.718
H -0.144 -0.823 7.357
H -1.071 -1.582 6.036
H 0.367 1.135 5.783
H 1.082 -0.385 5.232

Summary:
LUMO (spin up / spin down): 0.42 / -0.55 eV
frontier orbital gap (spin up / spin down): 5.59 / 5.05 eV
highest occupied orbital energy (spin up / spin down): -0.1902 / -0.2059 Ha
multiplicity: 6
charge: 0
<S²>: 8.781
F_max: 4.6 eV/A

***

5.
Density functional theory data (ωB97M-V/def2-TZVPD) for a 2-piece molecular cluster, C6H9N3O3 overall at a distorted geometry.

CARTESIAN COORDINATES (ANGSTROEM)
C 2.456 1.086 -0.579
C 1.233 0.978 -1.076
C 2.936 0.084 0.353
C 0.724 -1.145 -0.086
C -1.990 0.612 1.118
C -2.592 -0.088 -0.013
N 1.996 -0.950 0.477
N 0.404 -0.064 -0.911
N -0.894 0.129 -1.409
O 3.981 0.097 0.967
O -0.049 -2.040 0.225
O -2.658 -1.461 -0.028
H 3.047 1.998 -0.719
H 0.898 1.813 -1.810
H -1.274 -0.114 1.624
H -1.352 1.464 0.815
H -2.641 1.070 1.907
H -3.421 0.458 -0.560
H 2.401 -1.561 1.094
H -1.181 -0.579 -2.027
H -2.024 -1.787 0.638

Summary:
energy relative to the best compared isomer or geometry (same formula, charge and spin): 246.2 kJ/mol
LUMO (spin up / spin down): 0.32 / 0.32 eV
frontier orbital gap (spin up / spin down): 8.70 / 8.70 eV
highest occupied orbital energy (spin up / spin down): -0.3082 / -0.3082 Ha
multiplicity: 1
charge: 0
F_max: 3.5 eV/A

***

6.
Density functional theory data (ωB97M-V/def2-TZVPD) for C22H53AlN3O as an isolated structure at a distorted geometry.

CARTESIAN COORDINATES (ANGSTROEM)
C -2.185 -3.044 -0.332
C -2.706 -2.842 -1.754
C -3.066 -1.377 -2.055
C -2.072 -0.703 -3.000
C -2.566 0.659 -3.460
C -1.659 1.331 -4.488
C -0.375 1.991 -3.949
C -0.433 2.510 -2.492
Al 0.426 1.307 -1.092
N -0.845 0.254 -0.151
C 1.929 0.183 -1.913
C 1.464 -0.941 -2.738
O 1.679 -1.084 -3.947
H -1.651 -3.994 -0.266
H -1.484 -2.252 -0.079
H -2.989 -3.081 0.400
H -3.535 -3.517 -1.960
H -1.903 -3.138 -2.432
H -4.083 -1.294 -2.444
H -3.061 -0.838 -1.106
H -1.148 -0.594 -2.433
H -1.913 -1.365 -3.851
H -3.544 0.502 -3.928
H -2.746 1.283 -2.587
H -1.353 0.544 -5.183
H -2.240 2.031 -5.089
H -0.162 2.840 -4.606
H 0.471 1.320 -4.081
H -1.440 2.824 -2.211
H 0.179 3.414 -2.442
H 1.149 2.300 -0.002
H -1.719 0.773 -0.137
H -0.593 0.126 0.822
H 2.486 0.843 -2.581
H 2.571 -0.219 -1.128
H 0.834 -1.712 -2.248
C -3.539 0.737 3.822
C -3.333 1.986 2.979
N -4.306 2.122 1.912
C -3.946 3.133 0.933
C -3.905 4.600 1.381
C -5.697 2.087 2.315
C -6.183 3.132 3.332
H -3.546 -0.155 3.193
H -2.722 0.640 4.538
H -4.470 0.769 4.391
H -2.347 1.924 2.514
H -3.307 2.864 3.646
H -4.623 3.041 0.079
H -2.957 2.868 0.547
H -4.905 5.019 1.498
H -3.392 5.195 0.624
H -3.365 4.727 2.320
H -5.905 1.095 2.724
H -6.310 2.152 1.412
H -5.480 3.255 4.157
H -7.137 2.814 3.759
H -6.344 4.107 2.874
C 6.496 -3.762 3.249
C 5.734 -3.445 1.970
N 5.678 -2.028 1.673
C 4.725 -1.695 0.624
C 4.990 -2.228 -0.789
C 6.959 -1.351 1.605
C 7.996 -1.866 0.595
H 6.082 -3.209 4.093
H 6.417 -4.828 3.468
H 7.557 -3.524 3.166
H 4.705 -3.793 2.091
H 6.164 -4.037 1.146
H 4.627 -0.608 0.581
H 3.745 -2.059 0.948
H 5.790 -1.681 -1.286
H 4.094 -2.103 -1.399
H 5.244 -3.290 -0.790
H 7.410 -1.381 2.600
H 6.768 -0.292 1.416
H 8.066 -2.955 0.600
H 8.983 -1.474 0.851
H 7.775 -1.543 -0.420

Summary:
LUMO: 2.68 eV
frontier orbital gap: 7.44 eV
highest occupied orbital energy: -0.1749 Ha
multiplicity: 1
charge: -1
F_max: 1.2 eV/A

***

Which of these has the lowest charge? C22H53AlN3O